41
Properties=species:S:1:pos:R:3 method="wB97M-V/def2-TZVPD" total_energy_ev=-50905.723 charge=0
O 0.471 -0.774 1.209
S 2.824 4.614 -1.464
O 1.117 -0.657 -1.002
S 1.569 3.764 0.890
S -2.687 1.491 -0.934
C 0.189 -0.905 0.011
C 2.417 3.363 -0.558
N -1.182 -1.010 -0.391
C -3.522 -1.231 2.702
C -1.768 -3.119 0.903
C 4.307 1.093 -0.063
C 2.465 -0.486 -0.746
C -1.932 0.409 -2.276
C 2.487 2.021 -1.226
C -1.669 -0.981 -1.800
C -2.277 -0.695 1.848
C -2.138 -1.645 0.568
C 2.842 0.878 -0.226
H 2.114 4.941 0.926
H -2.034 0.789 0.096
H -4.409 -0.642 2.664
H -3.173 -1.312 3.728
H -3.822 -2.207 2.317
H -1.183 -3.623 0.124
H -2.665 -3.686 1.029
H -1.201 -3.202 1.889
H 4.963 0.280 -0.432
H 4.684 2.122 -0.412
H 4.482 1.238 1.045
H 3.021 -0.752 -1.656
H 2.724 -1.175 0.009
H -1.001 0.918 -2.547
H -2.483 0.354 -3.247
H 3.200 2.002 -2.055
H 1.428 1.790 -1.585
H -2.650 -1.512 -1.814
H -0.897 -1.481 -2.392
H -2.476 0.291 1.451
H -1.443 -0.669 2.575
H -3.042 -1.644 0.126
H 2.350 1.049 0.716

---

44
Properties=species:S:1:pos:R:3 method="wB97M-V/def2-TZVPD" de_lowest_ev=2.365 charge=+2
N -2.322 -0.513 1.187
C -3.327 -1.190 1.316
O -4.450 -1.481 1.651
Ag -2.179 -2.559 2.052
Nb -0.389 0.161 1.342
N -0.144 1.943 0.409
N 0.876 -1.226 0.455
C -0.648 2.404 -0.924
C 0.624 -2.304 -0.548
C -0.940 3.923 -0.909
C 0.347 2.035 -2.024
C -1.938 1.665 -1.201
C 0.348 -3.599 0.210
C 1.845 -2.591 -1.454
C -0.530 -1.940 -1.450
H -1.595 4.157 -0.049
H -1.464 4.165 -1.842
H -0.017 4.533 -0.903
H 1.281 2.596 -1.947
H -0.083 2.279 -3.004
H 0.590 0.961 -1.996
H -1.780 0.580 -1.239
H -2.356 2.014 -2.150
H -2.636 1.877 -0.390
H 1.215 -3.915 0.800
H 0.084 -4.401 -0.498
H -0.499 -3.486 0.915
H 2.699 -3.016 -0.912
H 2.170 -1.691 -1.982
H 1.574 -3.340 -2.221
H -0.745 -2.779 -2.135
H -0.279 -1.059 -2.051
H -1.433 -1.739 -0.863
C 0.910 2.780 1.010
H 1.276 2.224 1.902
H 1.697 2.961 0.244
H 0.438 3.757 1.240
C 2.265 -1.303 0.965
H 2.323 -0.713 1.881
H 2.535 -2.350 1.198
H 3.055 -0.942 0.267
S 0.992 0.392 5.936
C 0.523 0.405 4.429
N 0.082 0.321 3.283

---

59
Properties=species:S:1:pos:R:3 method="wB97M-V/def2-TZVPD" de_lowest_ev=2.682 charge=-1
Al -15.962 -18.796 3.650
S -18.635 -16.424 3.807
O -17.489 -16.286 2.966
O -18.546 -17.744 4.470
O -18.515 -15.268 4.740
O -19.871 -16.321 3.068
S -13.481 -16.223 2.768
O -13.354 -17.496 3.375
O -12.540 -16.012 1.713
O -14.864 -16.222 2.356
O -13.504 -15.086 3.651
C -20.702 -19.624 3.247
O -20.410 -20.727 2.429
C -19.087 -21.148 2.441
O -18.111 -20.646 3.024
O -19.082 -22.274 1.697
C -17.969 -23.108 1.619
H -20.396 -19.656 4.293
H -21.760 -19.364 3.252
H -20.180 -18.742 2.876
H -18.084 -24.057 1.094
H -17.375 -23.155 2.531
H -17.277 -22.557 0.982
C -12.310 -17.810 6.068
O -12.762 -18.623 7.171
C -13.808 -19.508 7.109
O -14.535 -19.696 6.086
O -13.874 -20.338 8.184
C -13.108 -20.034 9.371
H -13.043 -17.025 5.881
H -12.189 -18.397 5.157
H -11.378 -17.347 6.391
H -12.762 -19.010 9.511
H -12.183 -20.606 9.304
H -13.477 -20.447 10.310
C -17.674 -16.030 -0.040
O -17.661 -17.175 -0.793
C -17.430 -18.418 -0.236
O -17.269 -18.673 0.961
O -17.247 -19.351 -1.203
C -17.280 -19.060 -2.586
H -17.726 -15.109 -0.622
H -16.904 -15.876 0.716
H -18.649 -16.011 0.448
H -17.851 -19.850 -3.074
H -16.274 -19.040 -3.003
H -17.775 -18.121 -2.835
C -13.347 -24.284 2.669
O -14.140 -23.118 2.649
C -14.781 -22.694 3.774
O -15.446 -21.697 3.802
O -14.497 -23.479 4.823
C -14.861 -23.085 6.086
H -13.294 -24.702 1.664
H -13.722 -25.124 3.254
H -12.335 -24.030 2.984
H -14.255 -22.221 6.359
H -14.755 -23.930 6.766
H -15.940 -22.933 6.111

---

54
Properties=species:S:1:pos:R:3 method="wB97M-V/def2-TZVPD" de_lowest_ev=12.281 charge=+2
Sn 0.251 -0.535 0.077
C 1.989 2.754 -1.314
C 1.237 1.823 -0.432
N 0.194 2.074 0.181
O -0.728 1.582 1.010
B -1.019 0.540 2.156
F -1.219 0.922 3.385
F -1.971 -0.246 1.533
O 0.245 -0.443 2.057
N 1.627 -1.316 2.399
C 2.043 -0.771 3.477
C 2.931 -1.615 4.344
C 2.369 0.733 3.456
N 2.383 1.044 2.217
O 3.249 2.071 1.878
B 4.327 1.508 1.112
F 4.554 2.071 -0.075
F 5.339 1.000 1.806
O 3.826 -0.248 0.434
N 3.031 -0.727 -0.320
C 2.023 0.118 -0.757
C 1.135 -0.756 -2.123
C 3.127 1.398 4.548
H 1.509 3.730 -1.275
H 2.009 2.378 -2.337
H 3.016 2.829 -0.954
H 2.545 -2.628 4.411
H 2.974 -1.165 5.334
H 3.946 -1.639 3.938
H 1.651 -1.683 -2.357
H 1.090 -0.161 -3.035
H -0.582 -0.771 -1.539
H 2.729 1.150 5.530
H 3.075 2.477 4.411
H 4.178 1.105 4.500
C -4.491 0.907 -2.457
C -3.441 0.401 -3.439
C -2.793 1.557 -4.200
C -4.059 -0.596 -4.413
N -2.429 -0.409 -2.689
N -1.704 0.373 -1.725
H -5.300 1.380 -3.012
H -4.109 1.670 -1.772
H -4.912 0.084 -1.879
H -3.538 2.055 -4.818
H -2.003 1.199 -4.867
H -2.384 2.331 -3.543
H -4.835 -0.098 -4.993
H -4.506 -1.433 -3.879
H -3.316 -0.981 -5.114
H -1.762 -0.825 -3.333
H -2.403 0.668 -1.044
H -1.288 1.193 -2.177
O -0.293 -1.763 -1.580

---

48
Properties=species:S:1:pos:R:3 method="wB97M-V/def2-TZVPD" total_energy_ev=-70059.232 charge=+1
C 1.320 -2.929 -0.296
N 1.774 -2.235 -1.528
C 2.952 -1.420 -1.111
B 0.706 -1.427 -2.142
O 0.534 -1.509 -3.543
C -0.300 -0.490 -1.280
C -1.605 -0.982 -0.825
C -2.220 -2.366 -1.110
O -3.336 -2.563 -0.682
O -1.622 -3.400 -1.809
C -2.422 -0.037 0.003
C -1.945 1.284 0.320
N -0.704 1.733 -0.171
S -0.269 3.354 0.301
C 0.127 0.905 -0.953
S 1.690 1.598 -1.522
H 1.268 -2.247 0.603
H 0.366 -3.499 -0.417
H 2.116 -3.696 -0.055
H 3.316 -0.710 -1.895
H 3.756 -2.101 -0.723
H 2.657 -0.770 -0.221
H -0.415 -1.636 -3.751
H -1.646 -4.166 -1.197
H -3.411 -0.366 0.394
H -2.560 1.962 0.959
H -0.951 4.135 -0.616
H 1.569 2.958 -1.659
C 5.938 2.232 0.276
S 6.491 0.636 -0.354
O 5.310 -0.279 -0.353
C 7.503 0.208 1.073
H 5.252 2.668 -0.450
H 5.422 2.098 1.228
H 6.797 2.891 0.403
H 6.890 0.200 1.975
H 8.313 0.931 1.175
H 7.924 -0.785 0.911
C -5.634 0.617 2.713
S -6.097 1.043 1.022
O -5.687 2.458 0.790
C -7.875 1.030 1.307
H -4.546 0.605 2.780
H -6.031 1.360 3.406
H -6.022 -0.372 2.960
H -8.131 1.747 2.088
H -8.190 0.027 1.598
H -8.374 1.310 0.379

---

48
Properties=species:S:1:pos:R:3 method="wB97M-V/def2-TZVPD" de_lowest_ev=6.618 charge=0
Br 0.320 -2.100 -4.259
C 1.750 -0.794 -3.636
C 2.728 -1.600 -2.790
Br 4.399 -0.546 -2.590
H 1.235 0.078 -3.233
H 2.042 -0.600 -4.668
H 2.901 -2.556 -3.284
H 2.436 -1.873 -1.776
Br 0.601 -1.873 0.373
C -0.212 -3.312 1.452
C -0.128 -4.558 0.564
Br -1.139 -6.081 1.302
H -1.178 -2.907 1.756
H 0.422 -3.352 2.337
H 0.900 -4.748 0.255
H -0.684 -4.291 -0.335
Br -2.979 0.318 0.505
C -1.111 0.901 -0.091
C -0.496 -0.025 -1.067
Br 1.433 0.222 -1.321
H -0.629 0.890 0.887
H -1.198 1.939 -0.411
H -0.981 -0.017 -2.043
H -0.624 -1.088 -0.860
Br -2.519 4.407 -2.424
C -3.357 3.048 -1.366
C -4.354 3.688 -0.403
Br -5.764 4.623 -1.405
H -2.470 2.643 -0.879
H -3.615 2.312 -2.128
H -3.921 4.433 0.264
H -4.818 2.990 0.294
C 3.053 -0.025 0.767
C 2.359 0.579 1.928
C 0.854 0.655 1.754
O 0.473 -0.227 2.806
C 1.562 -0.585 3.571
O 1.392 -1.333 4.593
O 2.702 -0.088 3.098
H 2.926 0.483 -0.189
H 2.644 -1.025 0.623
H 4.111 -0.129 1.010
H 2.704 1.574 2.212
H 0.577 0.158 0.824
H 0.397 1.643 1.814
O -1.513 2.369 1.891
H -0.870 3.011 2.193
H -2.361 2.767 2.089

---

70
Properties=species:S:1:pos:R:3 method="wB97M-V/def2-TZVPD" de_lowest_ev=0.537 charge=-1
Ca -0.139 -0.458 0.494
P 1.851 -1.679 3.151
F 0.242 -1.385 3.002
F 1.786 -1.337 1.567
F 2.116 -0.104 3.500
F 3.385 -2.097 3.123
F 1.757 -1.889 4.761
F 1.513 -3.252 2.851
P -3.379 -1.910 0.369
F -2.598 -3.311 0.578
F -2.332 -1.144 1.377
F -2.370 -1.504 -0.832
F -4.142 -0.485 0.198
F -4.353 -2.568 -0.752
F -4.297 -2.311 1.603
P 2.276 -0.298 -2.873
F 1.939 -1.743 -3.575
F 1.168 -0.581 -1.711
F 3.428 -1.070 -2.058
F 2.589 1.107 -2.137
F 3.337 0.109 -4.049
F 1.109 0.354 -3.776
C -0.884 -3.474 -2.620
O 0.369 -3.929 -2.135
C 0.812 -3.563 -0.939
O 0.335 -2.681 -0.284
O 1.912 -4.212 -0.620
C 2.799 -4.661 -1.623
H -0.737 -2.492 -3.066
H -1.646 -3.491 -1.841
H -1.217 -4.217 -3.345
H 2.758 -3.996 -2.487
H 2.531 -5.634 -2.059
H 3.770 -4.806 -1.159
C 3.919 1.202 1.257
O 3.199 2.457 1.275
C 1.911 2.417 1.059
O 1.259 1.412 0.931
O 1.424 3.633 1.167
C 0.051 3.867 0.926
H 3.741 0.744 0.285
H 3.648 0.658 2.157
H 4.971 1.483 1.274
H -0.106 4.102 -0.132
H -0.171 4.822 1.401
H -0.592 3.033 1.193
C -0.521 0.890 4.829
O -1.773 1.402 4.325
C -1.869 1.434 3.011
O -1.097 0.954 2.225
O -3.009 2.000 2.703
C -3.402 2.321 1.382
H -0.110 1.531 5.611
H 0.196 0.920 4.016
H -0.685 -0.086 5.273
H -3.846 3.309 1.492
H -4.045 1.561 0.946
H -2.575 2.437 0.674
C -3.144 1.332 -2.611
O -1.944 2.085 -2.752
C -0.967 1.818 -1.878
O -1.031 1.012 -1.000
O 0.045 2.614 -2.091
C 0.298 3.367 -3.263
H -3.034 0.251 -2.482
H -3.881 1.432 -3.401
H -3.558 1.625 -1.641
H 0.082 2.760 -4.143
H 1.322 3.705 -3.380
H -0.396 4.208 -3.268

---

42
Properties=species:S:1:pos:R:3 method="wB97M-V/def2-TZVPD" total_energy_ev=-54272.368 s2=6.022 spin_multiplicity=5 charge=0
Ru 0.292 0.056 -0.244
Cl -0.122 -2.198 -0.475
Cl 1.019 1.949 1.043
C 2.179 -0.063 -0.990
H 2.837 0.739 -0.634
H 2.614 -1.061 -1.121
C -0.870 1.147 -1.174
C 1.138 0.348 -2.024
H -1.235 1.962 -0.502
C 0.891 -0.674 -3.126
H 1.232 1.380 -2.390
C -0.291 -0.326 -4.036
H 1.809 -0.761 -3.732
H 0.744 -1.661 -2.660
C -1.601 -0.041 -3.311
H -0.038 0.542 -4.663
H -0.462 -1.179 -4.710
C -1.588 1.257 -2.478
H -2.373 0.071 -4.083
H -1.895 -0.889 -2.682
H -1.174 2.111 -3.047
H -2.633 1.527 -2.246
C -0.523 -2.245 6.828
C 0.242 -1.778 5.601
N -0.700 -1.458 4.499
C -0.544 -0.454 3.619
S -1.450 -0.477 2.186
N 0.301 0.571 3.985
C -0.136 1.392 5.139
C 1.041 2.103 5.788
H -1.331 -1.553 7.086
H 0.156 -2.317 7.688
H -0.962 -3.234 6.653
H 0.834 -0.877 5.783
H 0.927 -2.566 5.249
H -1.274 -2.228 4.151
H 0.516 1.154 3.158
H -0.881 2.137 4.809
H -0.637 0.745 5.872
H 1.420 2.908 5.144
H 0.699 2.544 6.734
H 1.859 1.403 6.005